# 1
{
  "formula": "C11H10ClN3O2S",
  "method": "ωB97M-V/def2-TZVPD",
  "elements": ["Cl", "S", "O", "O", "N", "N", "N", "C", "C", "C", "C", "C", "C", "C", "C", "C", "C", "C", "H", "H", "H", "H", "H", "H", "H", "H", "H", "H"],
  "positions_angstrom": [[-6.575552, -0.615272, 0.046388], [-0.321717, 0.269540, 0.651648], [0.061107, -0.789025, 1.562588], [0.006165, 1.722671, 0.956164], [0.004302, -0.016848, -0.981753], [3.853928, 0.475398, 1.100363], [-4.241598, -1.227251, 0.497842], [-2.146341, 0.235489, 0.439651], [-4.371165, 1.203709, 0.031063], [-5.022124, -0.078085, 0.375209], [2.814803, -0.948676, -1.012631], [3.911055, -1.319716, -0.125246], [4.463706, -0.775046, 0.891823], [2.879240, 0.915246, 0.344734], [-3.060958, 1.282150, 0.295942], [-2.919570, -1.029228, 0.849879], [1.113205, 0.619492, -1.311008], [2.273533, 0.065703, -0.441955], [0.045305, -1.160002, -1.254159], [5.232336, -1.067133, 1.404183], [0.966432, 1.708371, -1.060583], [1.321036, 0.407760, -2.388817], [-2.500724, 2.345063, -0.279765], [2.557696, -1.809266, -1.851381], [2.425726, 1.823997, 0.879125], [-2.297346, -1.784372, 1.019876], [4.443496, -2.388363, -0.314646], [-4.915989, 1.933707, -0.324532]],
  "forces_ev_per_a": [[-1.67, 0.87, -0.18], [-2.78, 3.13, 1.25], [-0.10, 0.78, -1.08], [-0.55, -4.29, -1.10], [-5.13, -6.01, 1.09], [3.06, 0.24, 1.82], [1.73, 2.62, 2.87], [-3.44, -3.16, 3.70], [-1.22, -6.50, 3.45], [4.37, -1.20, -2.27], [4.66, -7.36, 0.76], [0.78, -8.74, -5.98], [-5.76, 7.36, -0.84], [1.87, 2.38, 7.08], [5.59, 4.12, -4.37], [-1.28, 5.63, -4.34], [4.75, 3.03, -1.19], [-5.67, 3.62, -6.98], [-0.31, 3.92, 1.48], [4.08, -1.58, 3.14], [0.37, -0.86, -0.86], [0.00, 0.72, 0.75], [-1.73, -2.96, 2.34], [0.17, 3.01, 2.16], [0.37, -1.01, -1.92], [1.85, -3.75, 1.01], [-1.35, 2.16, -0.26], [-2.64, 3.83, -1.50]],
  "mulliken_charge": [-0.15, 1.18, -0.62, -0.61, -0.19, -0.60, -0.47, 0.26, -0.51, 0.20, -0.57, -0.22, -0.61, 0.02, -0.16, -0.52, -1.11, 0.93, 0.36, 0.57, 0.41, 0.45, 0.13, 0.25, 0.30, 0.60, 0.09, 0.57],
  "multiplicity": 1,
  "gap_ev": 8.89,
  "smiles": "O=S(=O)(NCc1cccnc1)c1ccc(Cl)nc1",
  "e_homo_ev": -9.2,
  "mol_weight_g_mol": 283.7,
  "lumo_ha": -0.0122,
  "de_lowest_kcal_mol": 204.5
}

=====

# 2
{
  "formula": "C4H16N2O2",
  "method": "ωB97M-V/def2-TZVPD",
  "elements": ["O", "O", "N", "N", "C", "C", "C", "C", "H", "H", "H", "H", "H", "H", "H", "H", "H", "H", "H", "H", "H", "H", "H", "H"],
  "positions_angstrom": [[2.426437, 3.434872, 0.771117], [-0.151390, 1.804151, 3.361358], [0.433348, 0.473206, 0.498872], [-0.212881, -1.656824, -1.217864], [-0.313822, -3.109546, -1.320920], [-0.959013, 0.305445, 0.092158], [-1.254880, -1.119537, -0.342343], [-0.359713, -1.043805, -2.523900], [0.962382, -0.250244, -0.007151], [-1.384851, -1.001472, -2.925452], [0.882683, 1.335164, 0.180616], [0.038912, -0.033030, -2.472281], [-1.290655, 1.021902, -0.667256], [0.507237, -3.445702, -1.953591], [-1.209978, -3.522324, -1.823802], [2.290914, 3.104421, 1.668524], [0.204717, 1.427163, 2.542855], [0.218763, -1.551995, -3.294416], [0.128364, 1.145275, 4.015625], [-1.580444, 0.495547, 0.952308], [-0.220183, -3.549784, -0.331863], [-2.290414, -1.164817, -0.718099], [1.924575, 4.267024, 0.777366], [-1.289961, -1.771458, 0.536679]],
  "forces_ev_per_a": [[-0.43, 0.36, 0.24], [0.37, -0.38, 0.19], [1.01, -0.28, -0.48], [-1.48, -0.42, -0.50], [0.33, -0.12, -0.43], [-0.15, 0.47, -0.01], [0.27, -0.44, 0.83], [0.48, 0.41, -0.63], [-0.17, 0.15, 0.46], [-0.09, -0.07, 0.37], [-0.58, -0.01, 0.10], [-0.15, 0.23, -0.10], [0.22, -0.06, -0.16], [0.22, -0.12, 0.19], [-0.16, 0.47, 0.31], [0.08, -0.08, -0.07], [-0.11, -0.11, -0.29], [0.24, -0.20, 0.19], [-0.20, 0.34, -0.09], [-0.43, 0.17, 0.35], [0.01, -0.10, 0.03], [0.23, -0.01, -0.51], [0.26, -0.34, -0.14], [0.25, 0.14, 0.13]],
  "mulliken_charge": [-0.67, -0.67, -0.63, -0.04, -1.00, -0.53, -0.68, -1.10, 0.30, 0.33, 0.24, 0.29, 0.27, 0.32, 0.34, 0.32, 0.34, 0.39, 0.33, 0.38, 0.34, 0.34, 0.33, 0.46],
  "multiplicity": 1,
  "gap_ev": 10.01,
  "smiles": "CN(C)CCN.O.O",
  "e_homo_ev": -9.1,
  "mol_weight_g_mol": 124.2,
  "lumo_ha": 0.0329,
  "de_lowest_kcal_mol": 16.0
}

=====

# 3
{
  "formula": "C33H57FeN4OP2S",
  "method": "ωB97M-V/def2-TZVPD",
  "elements": ["Fe", "S", "P", "P", "O", "N", "N", "N", "N", "C", "C", "C", "C", "C", "C", "C", "C", "C", "C", "C", "C", "C", "C", "C", "C", "C", "C", "C", "C", "C", "C", "C", "C", "C", "C", "C", "C", "C", "C", "C", "C", "C", "H", "H", "H", "H", "H", "H", "H", "H", "H", "H", "H", "H", "H", "H", "H", "H", "H", "H", "H", "H", "H", "H", "H", "H", "H", "H", "H", "H", "H", "H", "H", "H", "H", "H", "H", "H", "H", "H", "H", "H", "H", "H", "H", "H", "H", "H", "H", "H", "H", "H", "H", "H", "H", "H", "H", "H", "H"],
  "positions_angstrom": [[0.182866, -0.095634, 0.302364], [1.346735, 0.689361, 2.573894], [0.144690, 2.172510, -0.338775], [0.382698, -2.515371, 0.568050], [-2.020756, -0.367346, 2.275640], [0.147639, 1.094263, 5.045766], [-1.402953, -0.492509, -1.303067], [1.431037, -0.332983, -1.210894], [1.279208, 2.785388, 4.332756], [1.456737, -4.760775, 2.052710], [3.354473, -0.683235, -3.222025], [2.524493, 0.417055, -3.246336], [-2.088329, -3.477516, -0.509527], [3.305105, -1.556001, -2.123034], [1.403765, 4.109670, 1.305897], [-0.095455, -3.324909, -2.120715], [0.886637, 1.903711, -1.966008], [1.549424, 3.446240, -0.070248], [-3.800989, 0.322688, -3.802635], [-1.826005, 3.341749, -1.796808], [2.267820, -1.412100, -1.205009], [-1.595811, 4.292654, 0.555155], [-0.400368, -0.246799, 5.227937], [-0.558359, -3.621817, -0.684878], [2.855950, 2.621327, -0.099224], [-1.422675, 1.143586, -4.475802], [0.879381, 1.527192, 3.975810], [1.494442, -2.599591, 3.172665], [0.053439, 2.074802, 6.005856], [1.605402, 0.682806, -2.173134], [-0.228771, -5.107379, -0.452243], [-1.975794, -0.174241, -2.317814], [1.539306, 4.516195, -1.226443], [2.097943, -2.506728, -0.113445], [-2.251849, 0.040580, -3.786627], [0.658007, -3.451404, 2.213555], [-0.732895, -3.707679, 2.816194], [-1.566415, 3.035348, -0.328857], [0.766734, 3.164246, 5.571701], [-1.157219, -0.186890, 1.494670], [-2.696505, 2.121001, 0.180251], [-1.776832, -1.309777, -4.393855], [-0.372186, 0.904636, -4.349142], [-1.665277, 1.270960, -5.536720], [1.058509, -1.610110, 3.353039], [-1.317005, 4.036174, 1.588278], [-0.112058, -2.266677, -2.414323], [2.482663, 5.074894, -1.070445], [-2.757197, 3.919993, -1.899358], [-2.772439, 1.187857, -0.382690], [-1.308077, -4.463401, 2.263349], [-4.093803, 0.934866, -2.919743], [-4.382629, -0.622156, -3.744389], [0.670563, 4.923619, 1.307848], [1.748580, -5.093899, 3.057655], [-0.641617, -5.476447, 0.494752], [-0.740642, -3.890060, -2.816423], [-0.604266, -4.085003, 3.842720], [1.904035, 3.369764, 3.764428], [-2.623744, 4.698015, 0.587339], [2.566678, 1.081855, -4.107953], [2.773365, 1.731379, 0.541883], [0.887772, -5.578569, 1.607839], [1.603481, 4.022070, -2.212047], [-1.335069, -2.787669, 2.867974], [0.954609, 4.104203, 6.015739], [-3.658691, 2.642956, 0.047419], [-0.712168, -5.685308, -1.252565], [-2.585115, -4.224438, -1.153931], [2.811166, -2.322018, 0.724079], [2.517588, -2.448106, 2.807683], [-1.027342, 3.931789, -2.260238], [-2.584057, 1.886267, 1.242946], [2.377234, -3.509555, -0.509484], [0.849123, -5.302380, -0.507191], [-2.468476, -2.499401, -0.807513], [3.089885, 2.309083, -1.119900], [-2.021079, -1.512215, -5.446479], [1.560457, -3.122599, 4.140557], [-0.914404, -0.555029, 4.319857], [-4.134434, 0.918606, -4.674579], [-0.946174, 5.093618, 0.177617], [0.387613, -0.961228, 5.490167], [4.087657, -0.878352, -3.977952], [1.103321, 3.377826, 2.067523], [-2.104752, -2.190567, -3.810565], [4.043614, -2.352783, -1.947498], [-1.545100, 2.099820, -3.991069], [2.380011, 4.529120, 1.593042], [-0.516012, 1.912631, 6.914462], [-2.415764, -3.654656, 0.524140], [-0.676269, -1.259662, -4.319872], [-1.121945, -0.199593, 6.055492], [0.931701, -3.692004, -2.291660], [3.681594, 3.251523, 0.247486], [0.628230, 5.145755, -1.161752], [2.375434, -4.603437, 1.473833], [0.579824, 2.544392, -2.834075], [-1.912850, 2.371958, -2.303033]],
  "forces_ev_per_a": [[-0.94, -0.26, 0.52], [0.71, 0.55, 0.82], [0.92, 0.83, 0.33], [0.46, -0.81, 0.04], [2.03, 0.31, -1.74], [-0.01, -0.08, -0.47], [-3.41, 1.89, -5.33], [2.32, 0.03, -1.04], [0.14, 0.49, -0.06], [-0.17, -0.24, 0.25], [-0.10, -0.21, 1.19], [-0.73, 0.36, -0.08], [-0.04, 0.08, -0.21], [-0.16, -0.04, -0.01], [0.20, 0.25, 0.08], [0.15, 0.11, -0.26], [-1.85, -1.08, -1.87], [-0.63, 0.29, -0.01], [-0.27, 0.15, -0.08], [-0.50, 0.33, 0.05], [-0.03, 0.12, 0.41], [-0.05, 0.10, -0.06], [-0.18, 0.05, 0.16], [0.21, -0.50, 0.56], [-0.17, 0.19, -0.11], [0.04, 0.12, 0.78], [0.28, 0.18, 0.60], [-0.30, 0.44, 0.16], [0.53, 1.17, 0.07], [0.13, -1.26, 0.20], [-0.27, -0.11, -0.22], [4.47, -1.26, 3.64], [0.53, -0.56, 0.97], [0.47, 0.13, -0.49], [-1.55, -0.49, 0.02], [-0.05, -0.41, -0.57], [0.00, -0.07, 0.29], [0.29, 0.28, -0.52], [-0.61, -2.18, -0.38], [-3.77, -0.37, 3.22], [0.04, -0.07, -0.06], [0.31, -0.50, 0.22], [0.22, -0.12, -0.28], [-0.11, -0.42, 0.27], [0.16, -0.43, -0.13], [-0.07, 0.19, -0.29], [-0.10, -0.36, 0.26], [-0.66, 0.28, -0.26], [0.08, -0.27, -0.12], [0.08, 0.19, 0.26], [0.21, 0.23, 0.12], [0.29, -0.38, -0.49], [0.39, 0.57, -0.12], [0.37, -0.21, 0.02], [0.05, 0.05, -0.17], [0.17, 0.10, -0.34], [0.15, 0.22, 0.24], [-0.09, 0.06, -0.22], [-0.57, -0.68, 0.42], [0.33, -0.25, -0.10], [-0.04, 0.08, 0.31], [0.16, 0.35, -0.15], [0.25, 0.24, 0.17], [0.04, 0.58, 0.57], [0.19, -0.24, -0.02], [0.11, 0.61, 0.26], [0.32, 0.02, 0.07], [0.11, 0.06, 0.10], [0.18, 0.17, 0.24], [-0.54, 0.11, -0.51], [-0.18, -0.01, 0.10], [-0.13, -0.12, 0.03], [-0.05, 0.08, -0.21], [-0.09, 0.73, 0.01], [-0.27, -0.03, 0.07], [0.16, -0.09, 0.09], [0.13, 0.06, 0.25], [-0.21, 0.58, 0.28], [0.00, 0.04, -0.30], [0.08, -0.05, 0.10], [0.35, -0.57, 0.22], [-0.23, -0.27, 0.17], [-0.10, 0.20, -0.13], [0.17, 0.19, -0.44], [0.05, 0.20, -0.51], [0.00, 0.53, -0.24], [-0.49, 0.36, -0.43], [-0.25, 0.26, -0.18], [-0.18, 0.01, 0.02], [0.21, 0.11, -0.26], [0.18, -0.02, -0.27], [-0.38, -0.34, -0.13], [0.22, -0.03, -0.33], [-0.36, 0.11, 0.13], [-0.07, -0.08, 0.06], [0.80, -0.14, -0.15], [-0.16, -0.10, 0.16], [0.80, -0.88, 0.74], [-0.16, 0.56, 0.05]],
  "mulliken_spin": [3.09, 0.01, -0.03, 0.02, -0.05, 0.01, -0.03, 0.16, 0.01, 0.00, -0.08, 0.24, 0.01, 0.18, 0.03, 0.01, 0.38, 0.12, 0.00, 0.01, -0.07, 0.01, 0.00, 0.02, -0.01, 0.01, 0.03, 0.01, 0.00, 0.15, 0.00, 0.02, 0.03, 0.02, -0.01, 0.02, 0.01, 0.02, 0.00, -0.16, 0.00, 0.00, 0.01, 0.00, 0.00, 0.00, -0.01, 0.00, 0.00, 0.00, 0.00, 0.00, 0.00, 0.00, 0.00, 0.00, 0.00, 0.00, 0.00, 0.00, -0.01, 0.00, 0.00, -0.01, 0.00, 0.00, 0.00, 0.00, 0.00, 0.00, 0.00, 0.00, 0.00, -0.01, 0.00, 0.00, -0.01, 0.00, 0.00, 0.00, 0.00, 0.00, 0.00, 0.00, -0.01, 0.00, 0.00, 0.00, 0.00, 0.00, 0.00, 0.00, 0.00, 0.00, 0.00, 0.00, 0.00, -0.14, 0.00],
  "multiplicity": 5,
  "gap_ev": [6.50, 5.39],
  "e_homo_ev": [-8.2, -9.2],
  "total_charge": 1,
  "mol_weight_g_mol": 675.7,
  "lumo_ha": [-0.0627, -0.1391],
  "s2": 6.15,
  "de_lowest_kcal_mol": 11.2
}